Record 1
Computed, not measured: 2 unconnected molecules or ions with the total composition C6H15NOS at a distorted geometry, with ωB97M-V/def2-TZVPD.

Structure (ORCA input):
```
! wB97M-V def2-TZVPD RIJCOSX def2/J DEFGRID3
* xyz 0 1
C 1.3669 0.5780 -1.5735
C 2.7023 0.3724 0.6284
C -0.0242 -0.6332 1.6381
C -3.4981 -0.0709 -0.2424
C 1.3158 0.5005 -0.1242
C 0.5341 -0.6082 0.3441
N -2.1619 0.4770 0.0494
O -1.3244 0.4119 -0.9316
S 0.6617 -2.0911 -0.5235
H 0.3656 0.5654 -1.9064
H 1.8418 -0.3959 -1.8968
H 1.9128 1.4442 -1.8849
H 3.5372 1.0292 0.1908
H 2.6318 0.8618 1.6637
H 2.9023 -0.7805 0.6236
H 0.3201 0.0476 2.4657
H -0.2005 -1.6283 2.0718
H -1.0465 -0.2405 1.2717
H -4.0144 0.3755 -1.1925
H -3.1977 -1.0829 -0.5501
H -4.1260 0.0408 0.7478
H 0.9687 1.4464 0.4262
H -2.0612 1.2998 0.5599
H 0.5938 -1.9190 -1.8552
*
```

Computed properties:
**E**: -765.5766 Ha
**Frontier orbital gap (spin up / spin down)**: 6.744 / 8.475 eV
**LUMO level (spin up / spin down)**: 0.27 / 0.67 eV
**Energy relative to the best compared isomer or geometry (same formula, charge and spin)**: 574.9 kJ/mol

These are the Mulliken partial charges, in e, on atoms 1 to 6: C -1.6792; C -1.1286; C -1.0217; C -0.7465; C 0.9499; C 0.2656

Record 2
Computed, not measured: 2 unconnected molecules or ions with the total composition C4H14N2O at a distorted geometry, with ωB97M-V/def2-TZVPD.

Structure (ORCA input):
```
! wB97M-V def2-TZVPD RIJCOSX def2/J DEFGRID3
* xyz 1 2
C -1.5813 2.0456 0.6035
N -1.5702 0.7071 0.1060
C 0.7752 0.8785 -0.7276
C -0.3700 -0.0195 -0.2362
C 0.0841 -0.8243 1.0096
N 1.1979 -1.7860 0.8889
H -0.6934 2.3249 1.1475
H -1.7088 2.7530 -0.2266
H -2.5110 2.2216 1.1489
H -2.2934 0.6043 -0.6089
H 1.6837 0.3148 -0.6734
H 0.8447 1.7085 -0.0260
H 0.5632 1.2721 -1.7192
H -0.6726 -0.7175 -1.0146
H 0.3185 -0.0971 1.7970
H -0.7834 -1.3415 1.4345
H 0.8391 -2.6792 1.1991
H 1.8589 -1.5116 1.6028
H 0.8354 -2.2276 -2.4368
H 1.6931 -2.0039 -1.1972
O 1.4903 -1.6223 -2.0713
*
```

Computed properties:
**E**: -345.2264 Ha
**Frontier orbital gap (spin up / spin down)**: 10.883 / 6.245 eV
**LUMO level (spin up / spin down)**: -3.17 / -7.80 eV
**Energy relative to the best compared isomer or geometry (same formula, charge and spin)**: 46.5 kJ/mol

These are the Mulliken partial charges, in e, on atoms 1 to 6: C -0.8257; N 0.0430; C -1.3360; C 0.2186; C -0.9245; N -0.5289

Record 3
Computed, not measured: a molecular structure, C40H36Cl2N3O8PTa, with ωB97M-V/def2-TZVPD.

Structure (ORCA input):
```
! wB97M-V def2-TZVPD RIJCOSX def2/J DEFGRID3
* xyz -1 1
Ta 0.1787 -0.6990 1.4022
O -0.3281 3.5337 1.3366
C -0.7961 2.4532 1.6340
O -0.3147 1.3084 1.2331
C -2.0785 2.3812 2.4653
C -3.2542 1.8209 1.6320
C -4.5760 2.2505 2.2782
C -4.5769 1.3638 3.5506
C -3.3023 0.5256 3.3322
O -3.2292 0.4217 1.9131
C -2.0801 1.3882 3.6695
C -0.7624 0.6481 3.7797
O 0.1639 1.1343 4.3780
O -0.6946 -0.5433 3.1805
H -2.2927 3.3944 2.7993
H -3.1702 1.9848 0.5656
H -4.6171 3.3192 2.4884
H -5.4064 1.9939 1.6204
H -4.5278 1.9439 4.4730
H -5.4590 0.7263 3.5964
H -3.3041 -0.4668 3.7754
H -2.1947 1.9340 4.6052
C -3.6216 3.8744 -2.2214
C -4.0911 2.5799 -2.4170
C -3.2161 1.5076 -2.3555
C -1.8564 1.7101 -2.1065
C -1.3994 3.0092 -1.9137
C -2.2763 4.0869 -1.9669
P -0.6168 0.3566 -2.0045
C -0.5216 -0.1177 -3.7746
C 0.1817 -1.2872 -4.0796
C 0.3410 -1.6900 -5.3949
C -0.1835 -0.9256 -6.4312
C -0.8690 0.2426 -6.1388
C -1.0399 0.6433 -4.8181
C -1.6102 -1.0115 -1.3057
C -2.5445 -1.6923 -2.0960
C -3.3574 -2.6681 -1.5527
C -3.2349 -2.9822 -0.2053
C -2.2735 -2.3550 0.5632
C -1.4257 -1.3658 0.0430
H -4.3081 4.7119 -2.2547
H -5.1440 2.4053 -2.6044
H -3.5957 0.5014 -2.4836
H -0.3588 3.1776 -1.6708
H -1.9051 5.0861 -1.7808
H 0.6013 -1.8802 -3.2734
H 0.8804 -2.6036 -5.6131
H -0.0546 -1.2397 -7.4597
H -1.2796 0.8468 -6.9388
H -1.5842 1.5544 -4.6033
H -2.6267 -1.4542 -3.1506
H -4.0770 -3.1860 -2.1758
H -3.8647 -3.7465 0.2350
H -2.1564 -2.6590 1.5975
Cl 0.0479 -4.7623 -0.0296
C 1.1837 -4.7520 1.2785
C 1.8709 -5.9108 1.5858
C 2.7812 -5.9153 2.6325
C 2.9901 -4.7565 3.3641
C 2.2935 -3.6049 3.0480
Cl 2.5669 -2.1678 3.9808
C 1.3678 -3.5475 1.9886
N 0.7173 -2.4096 1.6607
H 1.6882 -6.8007 0.9991
H 3.3261 -6.8174 2.8766
H 3.6939 -4.7355 4.1851
C 2.8901 2.3840 -1.4528
C 3.7900 2.4558 -0.2265
C 4.1092 1.0940 0.4481
C 5.1208 1.3147 1.5779
C 5.4935 0.0299 2.3083
C 4.7015 0.1752 -0.6036
O 5.8327 0.3026 -1.0249
N 3.8720 -0.8019 -1.0889
C 2.5394 -1.0457 -0.7269
O 1.8971 -1.8698 -1.3432
N 2.0484 -0.3206 0.3174
C 2.8038 0.5686 1.0134
O 2.3510 0.9933 2.0678
H 2.6843 3.3909 -1.8192
H 1.9319 1.9130 -1.2257
H 3.3588 1.8275 -2.2678
H 3.3230 3.0765 0.5412
H 4.7500 2.9084 -0.4857
H 4.6758 2.0255 2.2748
H 6.0079 1.7739 1.1390
H 4.6204 -0.4211 2.7814
H 6.2277 0.2323 3.0893
H 5.9333 -0.6993 1.6243
H 4.2205 -1.3741 -1.8440
*
```

Computed properties:
**E**: -3631.1622 Ha
**Frontier orbital gap**: 7.970 eV
**LUMO level**: 2.56 eV

These are the Mulliken partial charges, in e, on atoms 1 to 6: Ta 0.6708; O -0.7406; C -0.2175; O 0.6447; C 0.0541; C 1.0428